{
  "formula": "C5H7NO",
  "method": "wB97M-V/def2-TZVPD",
  "relative_energy_kj_mol": 489.8,
  "e_tot_ha": -324.53790,
  "lumo_ev": 0.6361,
  "orbital_gap_ev": 8.414,
  "symbols": ["C", "C", "N", "C", "C", "C", "O", "H", "H", "H", "H", "H", "H", "H"],
  "xyz": [[0.7347, -0.4627, -0.5812], [1.5724, 0.2304, 0.2823], [0.2682, -1.7223, -0.2955], [0.5162, 1.4248, 1.3738], [-1.6025, 0.5295, -0.2987], [-2.6499, 0.2339, -0.8238], [1.1025, 2.2682, 1.9057], [0.6538, -0.1703, -1.6173], [0.1991, -1.9500, 0.6904], [-0.5564, -2.0056, -0.8098], [-0.9289, 1.0187, 0.5067], [1.9897, -0.3131, 1.1225], [2.2647, 0.9367, -0.1602], [-3.5637, -0.0184, -1.2949]],
  "lowdin_charge": [-0.29, -0.14, 0.07, -0.12, -0.08, 0.02, 0.07, 0.12, 0.10, 0.09, -0.02, 0.09, 0.09, 0.01]
}

{
  "formula": "C30H41BiN9O4Se",
  "method": "wB97M-V/def2-TZVPD",
  "charge": 3,
  "relative_energy_kj_mol": 61.2,
  "e_tot_ha": -4576.88091,
  "lumo_ev": -7.9792,
  "orbital_gap_ev": 7.686,
  "symbols": ["Bi", "O", "C", "O", "C", "C", "C", "C", "C", "N", "C", "O", "O", "H", "H", "H", "H", "N", "C", "C", "N", "C", "C", "N", "C", "C", "N", "H", "H", "H", "H", "H", "H", "C", "C", "C", "C", "N", "C", "Se", "N", "C", "C", "C", "C", "C", "C", "C", "C", "C", "C", "H", "H", "H", "H", "H", "H", "H", "H", "H", "H", "H", "H", "H", "H", "H", "H", "H", "H", "H", "H", "H", "H", "N", "C", "C", "N", "H", "H", "H", "H", "H", "H", "H", "H", "H"],
  "xyz": [[-1.6973, -0.4276, -0.5962], [-5.4656, -1.8875, -3.1560], [-4.5092, -1.6737, -2.2809], [-3.3517, -1.4195, -2.5593], [-4.9826, -1.7424, -0.8600], [-6.2958, -1.9270, -0.4778], [-6.5799, -1.9857, 0.8851], [-5.5510, -1.8699, 1.8056], [-4.2703, -1.6581, 1.3224], [-3.9928, -1.6036, 0.0240], [-3.0238, -1.5157, 2.1667], [-2.8784, -2.2448, 3.1503], [-2.1384, -0.7070, 1.7164], [-5.1272, -1.7980, -4.0615], [-7.0740, -2.0203, -1.2227], [-7.5999, -2.1237, 1.2201], [-5.7252, -1.9369, 2.8713], [-1.1371, -3.7758, -4.5418], [-1.7610, -4.9183, -4.1206], [-1.7903, -4.8443, -2.7543], [-1.2004, -3.6769, -2.3335], [-0.8200, -3.0611, -3.4308], [-0.1063, -1.7994, -3.4131], [-0.0915, -0.9743, -2.3970], [0.7660, 0.0656, -2.7391], [1.2646, -0.1509, -3.9814], [0.7079, -1.3465, -4.3848], [-1.0071, -3.5237, -5.5078], [-2.1112, -5.6728, -4.8062], [-2.1957, -5.5602, -2.0580], [0.9715, 0.8859, -2.0691], [1.9635, 0.4040, -4.5860], [0.9064, -1.8027, -5.2608], [2.5252, -0.4640, 3.7123], [3.0672, 0.9018, 3.2814], [4.0847, 0.8035, 2.1454], [3.4750, 0.5016, 0.7808], [2.7521, 1.6526, 0.2142], [1.4320, 1.8594, 0.1519], [0.1498, 0.7437, 0.9883], [1.1958, 3.0301, -0.4518], [-0.1062, 3.7157, -0.5687], [-0.6057, 4.3236, 0.7388], [0.3137, 5.4002, 1.3376], [1.3916, 4.8454, 2.2748], [2.4199, 3.6111, -0.8027], [2.7301, 4.8098, -1.4404], [4.0701, 5.0794, -1.6232], [5.0710, 4.1877, -1.1926], [4.7594, 3.0034, -0.5609], [3.4050, 2.7404, -0.3727], [1.9139, -0.3730, 4.6125], [3.3456, -1.1531, 3.9314], [1.8897, -0.9017, 2.9278], [3.5449, 1.3804, 4.1367], [2.2394, 1.5568, 2.9921], [4.7974, 0.0025, 2.3613], [4.6662, 1.7265, 2.0778], [2.7796, -0.3334, 0.8310], [4.2551, 0.2496, 0.0642], [-0.8328, 3.0154, -0.9811], [0.0368, 4.5003, -1.3080], [-0.7568, 3.5327, 1.4770], [-1.5884, 4.7459, 0.5163], [-0.3032, 6.0994, 1.9004], [0.7782, 5.9833, 0.5351], [0.9365, 4.2580, 3.0778], [1.9539, 5.6560, 2.7399], [2.1186, 4.2101, 1.7570], [1.9716, 5.5074, -1.7718], [4.3595, 6.0020, -2.1098], [6.1093, 4.4419, -1.3595], [5.5330, 2.3221, -0.2269], [-0.4427, -3.7229, 3.2629], [-0.2609, -4.1370, 1.8261], [-0.0098, -2.9017, 0.9410], [-1.1104, -2.6330, -0.0081], [-0.5852, -4.5326, 3.8685], [-1.2899, -3.1149, 3.3339], [0.3654, -3.2108, 3.6218], [-1.1757, -4.6557, 1.5447], [0.5550, -4.8499, 1.7655], [0.9159, -3.0007, 0.3816], [0.0941, -2.0293, 1.5798], [-1.9969, -2.9382, 0.3926], [-1.0338, -3.1548, -0.8671]],
  "lowdin_charge": [1.72, 0.19, -0.46, -0.03, -0.17, 0.06, 0.03, 0.06, -0.17, 0.04, -0.58, 0.06, -0.30, 0.16, 0.14, 0.14, 0.14, 0.14, -0.03, -0.08, 0.08, -0.27, -0.26, -0.06, -0.11, -0.02, 0.15, 0.17, 0.14, 0.12, 0.08, 0.14, 0.18, -0.11, -0.24, -0.17, -0.13, 0.01, -0.60, 0.77, 0.00, -0.13, -0.18, -0.22, -0.08, -0.15, 0.02, -0.03, -0.03, 0.02, -0.15, 0.08, 0.08, 0.02, 0.12, 0.08, 0.13, 0.12, 0.09, 0.13, 0.10, 0.13, 0.08, 0.12, 0.12, 0.11, 0.08, 0.09, 0.05, 0.12, 0.12, 0.12, 0.12, 0.20, -0.09, -0.20, -0.08, 0.18, 0.11, 0.17, 0.14, 0.14, 0.13, 0.05, 0.08, -0.02]
}

{
  "formula": "C6H8S3Si",
  "method": "wB97M-V/def2-TZVPD",
  "relative_energy_kj_mol": 0.0,
  "e_tot_ha": -1717.51854,
  "lumo_ev": -0.3158,
  "orbital_gap_ev": 8.888,
  "symbols": ["C", "C", "C", "C", "C", "C", "Si", "S", "S", "S", "H", "H", "H", "H", "H", "H", "H", "H"],
  "xyz": [[-0.8339, 0.3071, 0.8897], [-1.0616, 1.4866, 0.1776], [-1.1988, -0.9460, 0.3122], [-1.4374, 1.4087, -1.1174], [-1.6893, -0.9564, -0.9685], [-1.6807, 0.1553, -1.6961], [2.7948, -0.0307, 0.9489], [2.2786, -2.0060, 1.6343], [3.0314, 1.6262, 2.0420], [3.1872, 0.0134, -1.2104], [-0.3740, 0.4892, 1.8103], [-0.6701, 2.3183, 0.7565], [-1.2538, -1.8735, 0.9227], [-1.6190, 2.2693, -1.6659], [-1.7889, -1.8748, -1.4875], [2.0562, -1.6103, 2.9197], [-1.9256, -0.0577, -2.8114], [2.1851, -0.7188, -1.4567]],
  "lowdin_charge": [-0.10, -0.10, -0.09, -0.08, -0.15, -0.11, -0.44, 0.38, 0.11, 0.42, 0.07, 0.11, 0.11, 0.08, 0.10, -0.16, 0.14, -0.28]
}

{
  "formula": "C5H14",
  "method": "wB97M-V/def2-TZVPD",
  "relative_energy_kj_mol": 20.7,
  "smiles": "CCC.CC",
  "e_tot_ha": -198.88126,
  "lumo_ev": 1.1306,
  "orbital_gap_ev": 12.509,
  "symbols": ["C", "C", "C", "H", "H", "H", "H", "H", "H", "H", "H", "C", "C", "H", "H", "H", "H", "H", "H"],
  "xyz": [[-2.4524, -0.0531, 1.3480], [-0.9365, -0.1151, 1.2162], [-0.3575, -1.4130, 1.7838], [-2.8206, 0.9771, 1.2897], [-2.8539, -0.4568, 2.2756], [-2.9670, -0.5965, 0.5501], [-0.6697, -0.0720, 0.1645], [-0.5139, 0.7394, 1.7336], [-0.6345, -1.4474, 2.8498], [-0.8180, -2.2859, 1.3336], [0.7301, -1.4341, 1.7396], [1.7037, 0.5843, -1.3650], [1.8921, 0.9814, -2.8506], [1.1942, -0.3703, -1.3398], [2.6898, 0.5129, -0.8936], [1.1748, 1.3710, -0.8408], [1.0877, 0.5684, -3.4510], [2.7950, 0.4851, -3.2097], [1.9382, 2.0606, -2.9861]],
  "lowdin_charge": [-0.13, -0.32, -0.12, 0.07, 0.07, 0.07, 0.07, 0.10, 0.07, 0.07, 0.06, -0.17, -0.16, 0.05, 0.06, 0.05, 0.05, 0.06, 0.06]
}

Copy entry 3 word for word.
{
  "formula": "C6H8S3Si",
  "method": "wB97M-V/def2-TZVPD",
  "relative_energy_kj_mol": 0.0,
  "e_tot_ha": -1717.51854,
  "lumo_ev": -0.3158,
  "orbital_gap_ev": 8.888,
  "symbols": ["C", "C", "C", "C", "C", "C", "Si", "S", "S", "S", "H", "H", "H", "H", "H", "H", "H", "H"],
  "xyz": [[-0.8339, 0.3071, 0.8897], [-1.0616, 1.4866, 0.1776], [-1.1988, -0.9460, 0.3122], [-1.4374, 1.4087, -1.1174], [-1.6893, -0.9564, -0.9685], [-1.6807, 0.1553, -1.6961], [2.7948, -0.0307, 0.9489], [2.2786, -2.0060, 1.6343], [3.0314, 1.6262, 2.0420], [3.1872, 0.0134, -1.2104], [-0.3740, 0.4892, 1.8103], [-0.6701, 2.3183, 0.7565], [-1.2538, -1.8735, 0.9227], [-1.6190, 2.2693, -1.6659], [-1.7889, -1.8748, -1.4875], [2.0562, -1.6103, 2.9197], [-1.9256, -0.0577, -2.8114], [2.1851, -0.7188, -1.4567]],
  "lowdin_charge": [-0.10, -0.10, -0.09, -0.08, -0.15, -0.11, -0.44, 0.38, 0.11, 0.42, 0.07, 0.11, 0.11, 0.08, 0.10, -0.16, 0.14, -0.28]
}